Record 1
{
  "formula": "C3H4F3N",
  "method": "the ωB97M-V functional and the def2-TZVPD basis",
  "orbital_gap_ev": [9.0101, 9.3682],
  "e_above_lowest_kj_mol": 653.4,
  "mol_weight_g_mol": 111.07,
  "homo_ev": [-9.6, -9.8],
  "e_lumo_ev": [-0.6, -0.4],
  "symbols": ["C", "C", "C", "N", "F", "F", "F", "H", "H", "H", "H"],
  "xyz": [[1.48091, 1.10567, 1.29465], [0.48124, 0.22620, 1.12277], [-1.20347, -0.45111, -1.34543], [0.11572, -0.81967, -1.04037], [1.67946, 1.61975, 2.48256], [-0.32238, -0.20306, 2.04485], [0.19845, -2.16038, -0.68490], [2.05475, 1.75932, 0.62064], [-1.10157, 0.55522, -1.68061], [-1.49217, -0.97751, -2.29283], [-1.89093, -0.65444, -0.52133]],
  "forces_ev_per_angstrom": [[-1.05, 0.02, -1.70], [1.38, 0.83, -1.70], [-0.77, -1.46, -0.94], [2.37, 0.41, 1.22], [0.14, 0.47, 2.53], [-0.26, -0.46, 0.39], [-0.75, 0.40, -0.10], [-0.45, -1.45, -0.64], [-0.27, 1.07, 0.38], [-0.07, -0.09, 0.84], [-0.27, 0.25, -0.28]],
  "mulliken_charge": [-0.130, 0.289, -0.594, -0.183, -0.227, -0.195, -0.146, 0.295, 0.317, 0.291, 0.283]
}

Record 2
{
  "formula": "C9H28B2N2O7P",
  "method": "the ωB97M-V functional and the def2-TZVPD basis",
  "orbital_gap_ev": 8.0558,
  "charge": 1,
  "mol_weight_g_mol": 328.93,
  "homo_ev": -11.2,
  "e_lumo_ev": -3.1,
  "symbols": ["C", "C", "O", "C", "B", "B", "N", "O", "P", "O", "O", "O", "H", "H", "H", "H", "H", "H", "H", "H", "H", "H", "H", "H", "C", "O", "C", "C", "N", "C", "C", "O", "C", "H", "H", "H", "H", "H", "H", "H", "H", "H", "H", "H", "H", "H", "H", "H", "H"],
  "xyz": [[1.41751, -0.86351, 1.04947], [2.95739, -0.45454, 1.47664], [3.88829, -0.40490, 0.30268], [2.93229, 1.04521, 2.13765], [2.91284, 1.08714, 3.78071], [1.92525, 2.24042, 4.49032], [2.31560, 3.71220, 4.21063], [0.75714, 1.93856, 5.34322], [3.92939, -0.01265, 4.97178], [5.48118, 0.37880, 4.96677], [3.77199, -1.72756, 4.71617], [3.38997, 0.28265, 6.63617], [1.01182, 0.01189, 0.36490], [0.75980, -0.86618, 2.04569], [1.40828, -1.91608, 0.51241], [3.35985, -1.30302, 2.17510], [4.57848, -1.11580, 0.48843], [3.80735, 1.75152, 1.78334], [1.91080, 1.54835, 1.77981], [1.92693, 4.01316, 3.26847], [3.35944, 3.79602, 4.09219], [0.99544, 1.27289, 6.06644], [2.97782, -2.05154, 5.23368], [2.51351, -0.24111, 6.68262], [-1.09294, 1.53224, -0.98627], [-0.82620, 0.14823, -0.80548], [-1.90990, -0.73668, -1.08348], [-1.79378, -1.30350, -2.50203], [-2.06112, -0.26602, -3.55294], [-3.46197, 0.26319, -3.67791], [-4.44223, -0.79380, -4.19690], [-4.22012, -1.05967, -5.57917], [-3.38446, -2.16816, -5.87609], [-0.60750, 2.08400, -0.17667], [-0.64586, 1.85454, -1.92562], [-2.16207, 1.76635, -0.98503], [-2.88111, -0.27919, -0.87750], [-1.80868, -1.57584, -0.38259], [-2.48226, -2.13474, -2.66621], [-0.77133, -1.64494, -2.69083], [-1.77839, -0.62949, -4.47236], [-1.41487, 0.51749, -3.39158], [-3.39421, 1.09594, -4.38468], [-3.76253, 0.64911, -2.70123], [-5.45082, -0.37173, -4.12539], [-4.44837, -1.71002, -3.59870], [-3.30419, -2.87585, -5.04672], [-2.39109, -1.79731, -6.14209], [-3.79230, -2.68608, -6.74782]],
  "forces_ev_per_angstrom": [[0.75, 0.85, 0.33], [0.10, -0.13, -0.22], [-0.26, -1.66, 1.77], [-0.95, -0.35, 0.05], [-0.38, -0.26, -1.38], [-1.03, 1.72, 1.75], [-0.23, -1.52, -1.30], [2.74, -0.31, -0.43], [6.35, -0.73, 2.63], [-5.98, -1.19, -0.48], [-1.55, 2.54, 1.36], [-1.70, -2.17, -3.38], [0.87, -2.20, 1.35], [1.38, -0.17, -2.18], [-0.10, 2.26, 1.11], [-0.77, 1.88, -0.94], [-1.36, 1.50, -0.49], [-1.55, -1.60, 0.54], [2.20, -0.81, 0.60], [0.46, -0.23, 1.59], [-1.38, -0.23, 0.09], [-0.50, 1.28, -1.79], [1.29, 0.26, -0.84], [1.85, 1.17, 0.43], [0.19, 0.01, 0.09], [-1.12, -0.27, -0.28], [0.86, -0.14, 0.11], [-0.06, -0.12, 0.27], [0.47, 0.26, -0.42], [-0.29, -0.06, 0.05], [-0.06, 0.38, -0.74], [-0.17, -0.06, 0.87], [0.04, 0.11, -0.25], [-0.10, -0.06, -0.13], [0.04, 0.32, -0.17], [0.04, -0.06, 0.09], [0.02, 0.09, -0.11], [-0.02, 0.09, -0.24], [0.06, 0.12, 0.03], [-0.16, -0.01, 0.21], [-0.17, -0.07, 0.21], [-0.21, -0.12, 0.11], [-0.19, -0.16, 0.10], [0.05, -0.07, -0.12], [0.20, 0.04, 0.05], [0.13, 0.01, -0.02], [-0.10, -0.01, 0.02], [0.21, -0.18, -0.09], [0.07, 0.08, 0.16]],
  "mulliken_charge": [-0.800, 0.277, -0.582, -0.269, 0.104, 0.501, -0.678, -0.556, 0.809, -0.645, -0.535, -0.524, 0.019, 0.225, 0.339, 0.368, 0.359, 0.262, -0.080, 0.264, 0.307, 0.285, 0.302, 0.271, -0.785, -0.333, -0.538, -0.643, 0.003, -0.538, -0.503, -0.394, -0.655, 0.216, 0.368, 0.350, 0.318, 0.409, 0.340, 0.441, 0.303, 0.310, 0.419, 0.309, 0.379, 0.344, 0.297, 0.291, 0.269]
}